# 1
Density functional theory data (wB97M-V/def2-TZVPD) for C20H44CrNOP3S as an isolated structure.

Properties
Multiplicity: 4
Total charge: +3
E_LUMO (alpha / beta): -0.43602 / -0.40345 Ha
<S²>: 4.00
HOMO (alpha / beta): -16.0 / -16.1 eV
Electronic energy: -92085.69330 eV

Element x y z (Å)
Cr -0.347 -1.218 -0.849
P -1.809 0.679 -0.340
P -0.356 -1.527 1.528
P -2.188 -2.554 -1.236
H 2.362 -0.136 -0.008
C 2.013 -0.525 -0.995
C 1.168 0.288 -1.837
H 1.035 1.369 -1.631
C -1.050 2.272 0.157
C -3.210 0.759 0.857
C -2.631 1.221 -1.875
C 1.199 -2.394 1.899
C -0.203 -0.135 2.711
C -1.613 -2.536 2.370
C -2.364 -2.491 -3.059
C -3.917 -2.439 -0.679
C -1.818 -4.298 -0.884
H 2.732 -1.229 -1.486
H 1.028 -0.018 -2.903
H -0.017 2.357 -0.182
H -1.078 2.400 1.242
H -1.641 3.066 -0.309
H -2.857 0.844 1.892
H -3.886 -0.101 0.789
H -3.780 1.674 0.624
H -1.910 1.250 -2.700
H -2.997 2.240 -1.696
H -3.465 0.563 -2.148
H 1.139 -2.776 2.929
H 2.031 -1.683 1.806
H 1.344 -3.218 1.189
H -0.274 -0.554 3.731
H -0.989 0.619 2.580
H 0.776 0.347 2.569
H -1.343 -2.576 3.436
H -1.639 -3.554 1.972
H -2.613 -2.099 2.272
H -2.807 -3.450 -3.367
H -1.401 -2.351 -3.572
H -3.030 -1.662 -3.334
H -4.450 -3.278 -1.155
H -4.400 -1.506 -0.981
H -3.992 -2.577 0.402
H -2.111 -4.885 -1.763
H -2.376 -4.613 0.003
H -0.753 -4.477 -0.698
C 1.607 -4.452 -3.922
C 2.064 -5.782 -3.696
C 2.692 -6.515 -4.701
C 2.856 -5.999 -5.983
C 2.482 -4.666 -6.187
C 1.865 -3.901 -5.195
S 0.784 -3.680 -2.535
H 0.491 -2.213 -2.373
H 1.913 -6.204 -2.705
H 3.050 -7.520 -4.461
H 3.272 -6.624 -6.781
H 2.699 -4.234 -7.165
H 1.570 -2.863 -5.393
C 4.233 3.557 1.380
N 2.943 3.583 2.039
C 2.549 4.792 2.765
C 2.211 2.451 2.116
O 2.475 1.367 1.582
H 5.046 3.357 2.090
H 4.397 4.548 0.951
H 4.221 2.788 0.610
H 1.518 5.074 2.495
H 2.610 4.663 3.863
H 3.242 5.595 2.467
H 1.305 2.591 2.739

=====

# 2
Density functional theory data (wB97M-V/def2-TZVPD) for an isolated ion of composition C16H21N4O8 and charge -1.

Properties
Total charge: -1
E_LUMO: 0.10587 Ha
SMILES: CCCCC(C(=O)OCC)(C(=O)OCC)[C@@H]1C(=[N+]([O-])[O-])C=Nc2no[n+]([O-])c21
Energy above the lowest of the compared OMol25 structures with the same formula, charge and spin: 0.0 kcal per mole
HOMO: -4.7 eV
Electronic energy: -39267.03130 eV

Element x y z (Å)
C -0.925 4.026 -2.634
C -0.988 2.579 -2.136
C 0.147 2.284 -1.153
C 0.586 0.803 -0.992
C 0.042 -0.216 0.108
C -1.038 -1.212 -0.273
O -1.794 -1.750 0.476
O -0.943 -1.582 -1.564
C -1.964 -2.513 -1.936
C -1.595 -3.130 -3.249
C -0.661 0.594 1.252
O -1.860 0.758 1.367
O 0.149 1.288 2.054
C -0.584 2.108 2.969
C 0.384 2.929 3.737
H -1.743 4.194 -3.333
H -0.984 4.758 -1.820
H 0.001 4.213 -3.177
H -1.929 2.438 -1.590
H -0.962 1.866 -2.979
H 1.048 2.809 -1.547
H -0.070 2.687 -0.141
H 0.648 0.273 -1.961
H 1.626 0.988 -0.673
H -2.096 -3.275 -1.176
H -2.856 -1.905 -1.986
H -2.469 -3.679 -3.633
H -1.286 -2.345 -3.956
H -0.764 -3.843 -3.098
H -1.253 2.691 2.350
H -1.153 1.440 3.606
H -0.135 3.423 4.548
H 1.183 2.332 4.164
H 0.803 3.705 3.102
O 1.517 -2.578 -2.221
N 1.169 -3.274 -1.244
C 1.169 -2.711 0.073
C 1.234 -1.146 0.306
C 1.882 -1.041 1.625
N 2.285 0.122 2.230
O 2.676 1.209 1.818
O 2.212 -0.075 3.598
N 1.852 -1.493 3.900
C 1.652 -2.019 2.657
N 1.193 -3.245 2.420
C 1.063 -3.593 1.132
O 0.755 -4.465 -1.381
H 1.939 -0.786 -0.531
H 0.835 -4.640 0.894

=====

# 3
Density functional theory data (wB97M-V/def2-TZVPD) for the molecule C3H4O.

Properties
E_LUMO (alpha / beta): 0.01583 / 0.01582 Ha
SMILES: C1[C@@H]2O[C@H]12
Energy above the lowest of the compared OMol25 structures with the same formula, charge and spin: 87.6 kcal per mole
HOMO (alpha / beta): -8.4 / -8.4 eV
Electronic energy: -5218.33648 eV

Element x y z (Å)
C -0.637 -0.021 0.592
C 0.376 0.874 -0.164
C 0.382 -0.921 -0.085
O 1.482 -0.045 0.097
H -0.509 -0.152 1.742
H -1.553 0.071 0.130
H 0.302 1.283 -1.119
H 0.156 -1.090 -1.193

=====

# 4
Density functional theory data (wB97M-V/def2-TZVPD) for a 2-piece molecular cluster, C13H22N3O5S overall.

Properties
Total charge: +1
E_LUMO: -0.19491 Ha
Energy above the lowest of the compared OMol25 structures with the same formula, charge and spin: 1.2 kcal per mole
HOMO: -12.2 eV
Electronic energy: -39371.91887 eV

Element x y z (Å)
C 0.498 1.838 0.861
C -0.009 1.258 -0.436
O 0.694 1.300 -1.394
N -1.303 0.634 -0.547
C -2.331 1.445 0.134
C -1.323 -0.739 -0.009
C -0.025 -1.536 -0.204
C 0.812 -1.674 1.089
C 0.413 -2.947 1.873
C 0.511 -2.768 3.355
C -0.425 -2.035 4.065
C -0.257 -1.949 5.444
N 0.782 -2.567 5.998
N 1.708 -3.259 5.374
C 1.572 -3.359 4.069
H 1.447 1.350 1.061
H 0.698 2.895 0.726
H -0.156 1.685 1.712
H -2.395 2.435 -0.299
H -3.279 0.930 0.018
H -2.154 1.508 1.211
H -2.123 -1.257 -0.531
H -1.599 -0.758 1.055
H -0.319 -2.544 -0.485
H 0.569 -1.158 -1.027
H 0.697 -0.797 1.719
H 1.861 -1.729 0.806
H -0.630 -3.160 1.650
H 1.036 -3.777 1.562
H -1.258 -1.551 3.581
H -0.933 -1.415 6.089
H 0.893 -2.517 7.004
H 2.324 -3.925 3.545
C -0.614 2.609 -4.795
C 0.833 2.536 -4.355
O 1.551 2.295 -5.575
S 0.821 3.033 -6.794
O 1.444 4.281 -7.036
O 0.623 2.088 -7.829
O -0.571 3.307 -6.045
H -1.034 1.616 -4.962
H -1.239 3.157 -4.095
H 1.016 1.733 -3.653
H 1.173 3.484 -3.931

=====

# 5
Density functional theory data (wB97M-V/def2-TZVPD) for a 9-piece molecular cluster, C42H105N7O9 overall.

Properties
E_LUMO: 0.02050 Ha
SMILES: CC1(C)CCCC(C)(C)N1O.CC1(C)CCCC(C)(C)N1O.COC[C@H](C)N.COC[C@H](C)N.COC[C@H](C)N.COC[C@H](C)N.COC[C@H](C)N.CCO.CCO
Energy above the lowest of the compared OMol25 structures with the same formula, charge and spin: 0.0 kcal per mole
HOMO: -8.3 eV
Electronic energy: -74107.24049 eV

Element x y z (Å)
C 0.617 5.621 -1.546
C 1.655 4.599 -1.979
C 3.046 5.220 -2.198
O 3.767 4.243 -2.935
C 5.067 4.645 -3.338
N 1.749 3.576 -0.938
H 0.409 6.259 -2.410
H 0.813 6.197 -0.647
H -0.299 5.042 -1.391
H 1.489 4.041 -2.910
H 3.578 5.422 -1.260
H 2.986 6.168 -2.747
H 5.765 4.185 -2.633
H 5.136 5.719 -3.511
H 5.314 4.175 -4.295
H 0.943 2.994 -1.155
H 2.593 3.033 -1.094
C 1.162 -0.817 6.332
C 0.893 -1.069 4.839
C 0.919 -2.516 4.367
O 2.051 -3.281 4.706
C 1.981 -4.617 4.314
N -0.437 -0.548 4.496
H 2.225 -0.989 6.528
H 0.654 -1.641 6.841
H 0.937 0.179 6.698
H 1.706 -0.618 4.260
H 0.765 -2.577 3.279
H 0.025 -3.047 4.740
H 1.793 -4.718 3.239
H 1.256 -5.256 4.838
H 2.953 -5.034 4.586
H -1.162 -1.262 4.401
H -0.849 -0.072 5.295
C 1.591 -3.582 -3.217
C 0.942 -4.225 -4.478
C -0.301 -5.013 -4.029
O -1.204 -4.240 -3.259
C -2.338 -3.777 -4.027
N 0.719 -3.201 -5.482
H 1.940 -4.381 -2.566
H 0.736 -3.009 -2.849
H 2.337 -2.869 -3.559
H 1.649 -4.932 -4.924
H 0.161 -5.730 -3.342
H -0.814 -5.573 -4.813
H -2.940 -4.682 -4.134
H -2.097 -3.260 -4.952
H -2.882 -3.112 -3.358
H 0.070 -2.506 -5.137
H 1.535 -2.725 -5.833
C -7.623 -3.965 5.013
C -8.379 -2.681 4.551
C -7.363 -1.574 4.215
O -6.528 -1.883 3.133
C -5.503 -0.939 2.897
N -9.174 -3.020 3.348
H -7.589 -4.907 4.476
H -8.109 -4.238 5.963
H -6.673 -3.693 5.483
H -8.960 -2.390 5.422
H -6.731 -1.439 5.104
H -7.914 -0.639 4.049
H -5.090 -1.216 1.927
H -4.710 -1.057 3.639
H -5.899 0.077 2.826
H -8.539 -3.568 2.781
H -9.367 -2.137 2.888
C 0.574 3.539 -5.828
C 1.897 2.776 -5.946
C 1.621 1.429 -6.597
O 0.669 0.673 -5.882
C 1.123 0.297 -4.588
N 2.761 3.577 -6.809
H 0.175 3.697 -6.830
H 0.868 4.437 -5.274
H -0.210 3.077 -5.229
H 2.267 2.695 -4.918
H 2.593 0.904 -6.600
H 1.364 1.547 -7.648
H 2.205 0.128 -4.579
H 0.661 -0.678 -4.439
H 0.775 1.067 -3.894
H 2.762 4.548 -6.531
H 3.713 3.263 -6.924
C 3.715 0.342 -1.236
C 5.008 0.539 -0.421
C 4.987 1.853 0.389
C 4.050 1.726 1.626
C 4.697 0.593 2.470
C 4.737 -0.748 1.764
N 5.337 -0.602 0.436
O 5.361 -1.819 -0.291
C 5.711 -1.619 2.603
C 3.387 -1.458 1.784
C 6.147 0.649 -1.458
H 2.913 0.086 -0.542
H 3.886 -0.462 -1.951
H 3.360 1.224 -1.772
H 5.996 2.080 0.740
H 4.659 2.747 -0.148
H 3.014 1.491 1.384
H 4.061 2.613 2.259
H 4.026 0.556 3.334
H 5.691 0.911 2.782
H 6.751 -1.292 2.570
H 5.339 -1.567 3.627
H 5.708 -2.654 2.252
H 2.641 -0.762 1.391
H 3.435 -2.415 1.274
H 3.005 -1.566 2.802
H 5.809 1.417 -2.164
H 6.084 -0.222 -2.114
H 7.130 0.817 -1.032
H 6.234 -2.147 -0.051
C -2.489 -1.463 -0.476
C -1.442 -0.406 -0.028
C -1.039 0.434 -1.249
C -1.734 1.758 -1.582
C -1.917 2.575 -0.267
C -2.591 1.686 0.787
N -1.848 0.466 1.062
O -2.311 -0.230 2.211
C -2.449 2.533 2.096
C -4.053 1.547 0.463
C -0.198 -1.147 0.461
H -2.720 -2.046 0.423
H -3.382 -1.049 -0.941
H -2.106 -2.250 -1.134
H 0.036 0.636 -1.276
H -1.205 -0.229 -2.104
H -1.094 2.361 -2.240
H -2.656 1.798 -2.168
H -2.476 3.487 -0.462
H -0.900 2.807 0.062
H -1.465 2.400 2.543
H -3.152 2.229 2.881
H -2.768 3.564 1.926
H -4.329 0.520 0.204
H -4.413 2.170 -0.359
H -4.730 1.795 1.286
H -0.473 -1.689 1.373
H 0.271 -1.931 -0.138
H 0.653 -0.501 0.685
H -1.470 -0.185 2.706
C 1.515 -5.206 0.543
C 0.079 -4.780 0.354
O -0.605 -5.858 -0.272
H 1.873 -5.634 -0.393
H 1.587 -6.041 1.247
H 2.166 -4.423 0.930
H 0.019 -3.955 -0.363
H -0.431 -4.479 1.275
H -1.286 -5.614 -0.903
C -4.965 6.025 1.954
C -5.741 4.909 2.646
O -6.237 5.407 3.881
H -3.956 6.064 2.360
H -5.424 7.005 2.102
H -4.902 5.917 0.867
H -5.003 4.152 2.929
H -6.484 4.338 2.081
H -6.905 6.077 3.707

=====

# 6
Density functional theory data (wB97M-V/def2-TZVPD) for C38H51BIrN8O6S5 as an isolated structure.

Properties
Multiplicity: 2
E_LUMO (alpha / beta): -0.01334 / -0.02777 Ha
Energy above the lowest of the compared OMol25 structures with the same formula, charge and spin: 61.5 kcal per mole
<S²>: 0.76
HOMO (alpha / beta): -6.6 / -7.2 eV
Electronic energy: -122134.38149 eV

Element x y z (Å)
Ir -1.389 -1.024 0.505
C 4.933 0.228 -3.984
C 3.416 0.150 -3.820
C 2.999 -1.321 -3.916
C 2.761 1.011 -4.903
N 3.033 0.675 -2.482
C 3.917 1.130 -1.528
C 3.211 1.460 -0.431
N 1.879 1.206 -0.674
B 0.759 1.236 0.370
N 1.310 1.146 1.796
C 1.648 2.216 2.594
C 1.840 1.760 3.846
N 1.604 0.398 3.839
C 1.275 0.040 2.567
S 0.918 -1.512 1.976
C 1.639 -0.487 5.032
C 2.750 -1.525 4.842
C 0.274 -1.162 5.212
C 1.942 0.348 6.274
N -0.092 2.497 0.302
C 0.200 3.699 -0.291
C -0.899 4.469 -0.210
N -1.893 3.737 0.420
C -1.367 2.525 0.750
S -2.013 1.287 1.741
C -3.275 4.288 0.497
C -3.699 4.714 -0.914
C -4.281 3.266 1.013
C -3.239 5.493 1.442
C 1.772 0.724 -1.949
S 0.337 0.231 -2.717
H 5.190 -0.184 -4.957
H 5.449 -0.360 -3.224
H 5.288 1.259 -3.952
H 3.236 -1.711 -4.905
H 1.933 -1.445 -3.748
H 3.530 -1.911 -3.167
H 3.080 0.667 -5.887
H 3.061 2.053 -4.786
H 1.677 0.960 -4.858
H 4.975 1.193 -1.690
H 3.554 1.854 0.509
H 0.028 0.287 0.176
H 1.713 3.217 2.209
H 2.123 2.300 4.728
H 2.620 -2.055 3.901
H 2.718 -2.249 5.655
H 3.726 -1.038 4.841
H 0.033 -1.805 4.372
H -0.513 -0.412 5.303
H 0.291 -1.768 6.118
H 2.920 0.827 6.205
H 1.955 -0.314 7.137
H 1.176 1.106 6.440
H 1.157 3.898 -0.738
H -1.050 5.481 -0.531
H -3.603 3.875 -1.603
H -3.099 5.540 -1.292
H -4.739 5.037 -0.893
H -4.225 2.344 0.436
H -5.282 3.685 0.915
H -4.102 3.030 2.059
H -2.616 6.295 1.046
H -2.842 5.193 2.412
H -4.247 5.879 1.585
N -3.520 -1.770 -2.262
C -4.000 -0.877 -1.403
N -5.303 -0.493 -1.537
O -3.315 -0.326 -0.511
H -4.100 -2.269 -2.910
H -2.563 -2.104 -2.095
H -5.939 -1.029 -2.096
H -5.675 0.078 -0.800
C -2.951 -4.088 4.013
C -3.457 -2.799 3.942
C -3.027 -1.935 2.943
C -2.085 -2.342 2.006
C -1.597 -3.643 2.075
C -2.030 -4.513 3.065
H -3.265 -4.755 4.806
H -4.187 -2.462 4.668
H -3.429 -0.929 2.906
H -0.860 -3.991 1.358
H -1.638 -5.521 3.104
C -3.757 2.235 -5.896
O -3.275 2.007 -4.578
C -1.989 2.263 -4.303
S -0.898 2.850 -5.402
S -1.600 1.942 -2.672
H -4.724 1.740 -5.949
H -3.075 1.826 -6.641
H -3.873 3.305 -6.079
O -1.327 -4.110 -2.515
C -0.646 -3.404 -1.784
O -1.079 -2.299 -1.266
C 0.781 -3.785 -1.478
C 1.238 -5.054 -1.801
C 2.531 -5.463 -1.474
C 3.334 -4.540 -0.850
O 4.634 -4.683 -0.429
C 4.998 -3.438 0.144
O 3.936 -2.518 -0.043
C 2.902 -3.246 -0.589
C 1.626 -2.844 -0.878
H 0.563 -5.723 -2.315
H 2.894 -6.456 -1.701
H 5.900 -3.056 -0.346
H 5.189 -3.562 1.218
H 1.271 -1.850 -0.657